[1]
Molecular formula: C2H7INO
Method: DFT, ωB97M-V/def2-TZVPD

## Properties
HOMO-LUMO gap: 8.2999 eV
relative energy (zero: lowest compared OMol25 entry of this formula, charge and spin): 79.0 kcal/mol
total charge: +1
calculated total energy: -13815.42278 eV
LUMO level: -6.10 eV
HOMO: -0.5292 Eh

Each line ends with the natural charge from an NBO analysis.
CARTESIAN COORDINATES (ANGSTROEM)
C 0.7553 -0.4688 -0.0266  -0.31
C -0.5184 -1.2978 -0.4446  0.46
N 0.7386 0.8756 0.3834  -0.75
O -0.9267 -1.2829 -1.6119  -0.57
I -0.8466 -3.0919 0.6262  0.35
H 1.2962 -1.0569 0.6405  0.24
H 1.2545 -0.4330 -0.9916  0.25
H -1.9020 0.1122 0.2881  -0.05
H 0.3596 1.0543 1.2117  0.37
H -1.9837 0.3099 0.9855  0.09
H 0.3234 1.4914 -0.2297  0.37
H -1.4257 -2.0959 -1.9356  0.55



[2]
Molecular formula: C6H7LiO7Pm
Method: DFT, ωB97M-V/def2-TZVPD

## Properties
HOMO-LUMO gap (spin up / spin down): 7.1358 / 7.8951 eV
total charge: +3
calculated total energy: -37394.55023 eV
LUMO level (spin up / spin down): -14.28 / -13.52 eV
HOMO (spin up / spin down): -0.7869 / -0.7869 Eh
2S+1: 5
⟨S²⟩: 6.0072

Each line ends with the Mulliken spin population.
CARTESIAN COORDINATES (ANGSTROEM)
O -0.7340 -1.7025 0.2452  -0.01
C -0.3890 -2.7316 1.1993  0.00
C 0.4018 -1.5319 1.5397  0.00
O -1.0989 0.4662 1.9521  -0.02
C -0.8290 1.6399 1.4833  0.00
O -0.9403 1.4253 0.0696  0.00
O -0.2702 2.6025 1.9096  0.00
Li 0.0212 -2.1148 -1.5801  0.00
Pm -2.4270 -0.4008 0.6545  4.04
H 0.1594 -3.5473 0.7188  0.00
H -1.1813 -3.0345 1.8872  0.00
H 1.3765 -1.4201 1.0600  0.00
H 0.4210 -1.3259 2.6103  0.00
O 0.8343 0.2049 -2.0145  0.00
C 1.7683 0.6217 -1.1270  0.00
C -0.1087 1.2831 -2.1953  0.00
O 2.7616 0.0296 -0.8490  0.00
O 1.3131 1.7024 -0.4774  0.00
C -0.0261 1.9820 -0.8439  0.00
H -1.0935 0.8679 -2.4240  0.00
H 0.2105 1.9191 -3.0264  0.00
H -0.1698 3.0647 -0.7923  0.00



[3]
Molecular formula: C23H28N2O5S
Method: DFT, ωB97M-V/def2-TZVPD

## Properties
HOMO-LUMO gap: 9.4113 eV
relative energy (zero: lowest compared OMol25 entry of this formula, charge and spin): 30.6 kcal/mol
SMILES: Cc1ccc(CNC(=O)C2CCN(S(=O)(=O)c3ccc4c(c3)OCCCO4)CC2)cc1
total charge: 0
calculated total energy: -48358.33058 eV
LUMO level: 0.64 eV
HOMO: -0.3224 Eh

Each line ends with the natural charge from an NBO analysis.
CARTESIAN COORDINATES (ANGSTROEM)
C 1.1529 -1.1445 -8.5670  -0.63
C 1.4241 -1.7292 -7.2143  -0.02
C 2.1068 -0.9884 -6.2544  -0.20
C 2.3593 -1.5129 -5.0028  -0.23
C 1.9321 -2.7949 -4.6751  0.04
C 1.2468 -3.5342 -5.6267  -0.22
C 1.0001 -3.0078 -6.8832  -0.22
H 0.4681 -3.6007 -7.6139  0.21
H 0.9074 -4.5327 -5.3885  0.20
C 2.2042 -3.3447 -3.2999  -0.27
N 1.6737 -2.4793 -2.2659  -0.61
C 2.4633 -1.7809 -1.4232  0.70
O 3.6726 -1.8878 -1.4064  -0.64
C 1.6928 -0.8991 -0.4465  -0.33
C 2.4524 0.4088 -0.1870  -0.42
C 2.0935 0.9795 1.1920  -0.23
N 0.7648 0.5825 1.6129  -0.68
S -0.5068 1.3250 0.8125  2.32
O -0.0679 2.6243 0.4010  -0.94
O -1.1057 0.4683 -0.1802  -0.96
C -1.6648 1.4897 2.1659  -0.34
C -1.2803 2.2262 3.2654  -0.23
C -2.1412 2.3841 4.3466  0.29
C -3.4288 1.8218 4.2759  0.24
C -3.7767 1.0485 3.1706  -0.24
C -2.8987 0.8708 2.1193  -0.19
H -3.1627 0.2864 1.2532  0.24
H -4.7625 0.6115 3.1570  0.23
O -4.3979 1.9869 5.2270  -0.50
C -4.4018 3.2300 5.9075  -0.07
C -3.4426 3.2601 7.0991  -0.45
H -3.8503 2.6905 7.9342  0.21
H -3.3097 4.2961 7.4098  0.21
C -2.1016 2.6423 6.6953  -0.07
H -2.1797 1.5479 6.7026  0.18
H -1.3182 2.9412 7.3962  0.20
O -1.6549 3.0766 5.4230  -0.51
H -4.1465 4.0325 5.2049  0.18
H -5.4319 3.3732 6.2433  0.20
H -0.3041 2.6802 3.2972  0.25
C 0.6029 -0.8456 1.7983  -0.22
C 1.5228 -1.6567 0.8758  -0.41
H 1.0901 -2.6429 0.7020  0.22
H 2.5050 -1.7927 1.3315  0.21
H -0.4431 -1.0726 1.5835  0.22
H 0.8018 -1.0867 2.8495  0.20
H 2.1026 2.0687 1.1695  0.24
H 2.7909 0.6340 1.9596  0.20
H 3.5247 0.2086 -0.2426  0.24
H 2.1920 1.1319 -0.9607  0.22
H 0.6993 -0.6769 -0.8451  0.24
H 0.6849 -2.2845 -2.2915  0.40
H 3.2821 -3.4017 -3.1182  0.25
H 1.7714 -4.3454 -3.1965  0.20
H 2.8962 -0.9313 -4.2675  0.22
H 2.4452 0.0089 -6.4965  0.21
H 0.4552 -0.3114 -8.4838  0.22
H 2.0723 -0.7642 -9.0094  0.22
H 0.7244 -1.8875 -9.2349  0.21



[4]
Molecular formula: C18H19N7Ru
Method: DFT, ωB97M-V/def2-TZVPD

## Properties
HOMO-LUMO gap (spin up / spin down): 8.0230 / 6.3786 eV
relative energy (zero: lowest compared OMol25 entry of this formula, charge and spin): 22.2 kcal/mol
total charge: +1
calculated total energy: -31978.74858 eV
LUMO level (spin up / spin down): -2.86 / -4.48 eV
HOMO (spin up / spin down): -0.4000 / -0.3992 Eh
2S+1: 2
⟨S²⟩: 0.7570

Each line ends with the Mulliken spin population.
CARTESIAN COORDINATES (ANGSTROEM)
Ru 0.2348 0.8946 1.0668  0.89
C 0.2257 2.7845 2.0230  0.01
C 1.4011 2.7296 1.2314  -0.02
C 2.2144 1.6748 1.7177  0.08
C 1.5461 1.1223 2.8619  -0.01
C 0.3389 1.8066 3.0624  -0.01
H -0.5945 3.4667 1.8679  0.00
H 1.6052 3.3477 0.3717  0.00
H 3.1627 1.3615 1.3118  0.00
H 1.9095 0.2920 3.4467  0.00
H -0.3824 1.6140 3.8389  0.00
C 0.8282 1.4043 -2.0292  0.01
N -0.1497 1.3412 -0.9308  0.01
C -1.3900 1.5773 -1.2187  -0.01
C -2.3460 1.4074 -0.1843  0.03
C -3.7150 1.5502 -0.0109  0.00
C -3.9768 1.2144 1.3243  0.04
C -2.7643 0.8929 1.9214  -0.02
N -1.7735 1.0064 1.0140  0.04
C 1.0565 0.0811 -2.7161  -0.03
C 1.5980 -1.0008 -2.0343  0.01
C 1.7996 -2.2119 -2.6758  0.01
C 1.4683 -2.3528 -4.0170  0.00
C 0.9391 -1.2749 -4.7088  0.00
C 0.7328 -0.0651 -4.0587  0.00
H 1.7651 1.7983 -1.6300  0.00
H 0.4643 2.1261 -2.7641  0.00
H -1.6604 1.8809 -2.2261  0.00
H -4.4343 1.8406 -0.7589  0.00
H -4.9405 1.1966 1.8062  0.00
H -2.5635 0.5824 2.9340  0.00
H 1.8771 -0.8889 -0.9951  0.00
H 2.2243 -3.0488 -2.1350  0.00
H 1.6276 -3.2969 -4.5200  0.00
H 0.6833 -1.3738 -5.7551  0.00
H 0.3146 0.7713 -4.6065  0.00
N -1.2388 -3.7715 2.8077  0.00
N -0.2690 -3.0067 2.1856  0.00
N 0.7579 -3.5568 1.5856  0.00
C 1.3404 -2.4965 1.0356  0.00
N 0.6780 -1.3769 1.3151  -0.02
N -0.3736 -1.7221 2.0617  0.00
H -0.7724 -4.5710 3.2256  0.00
H -1.6865 -3.1958 3.5136  0.00
H 2.2378 -2.5543 0.4449  0.00



> The highest total charge belongs to which entry?

C6H7LiO7Pm



> Which of these has the highest total charge?

C6H7LiO7Pm



> total charge of number 4 (C18H19N7Ru)?

+1



> Which of these has the lowest total charge?

C23H28N2O5S